{
  "formula": "C35H44BBrF12N2O18P2",
  "method": "ωB97M-V/def2-TZVPD",
  "e_homo_ev": -9.235,
  "charge": 0,
  "homo_lumo_gap_ha": 0.257,
  "total_energy_ev": -198735.2370,
  "multiplicity": 1,
  "symbols": ["C", "C", "O", "N", "C", "C", "C", "C", "C", "C", "P", "O", "O", "C", "O", "C", "C", "O", "C", "B", "N", "O", "C", "P", "O", "Br", "C", "C", "O", "C", "C", "O", "C", "C", "O", "H", "H", "H", "H", "H", "H", "H", "H", "H", "H", "H", "H", "H", "H", "H", "H", "H", "H", "H", "H", "H", "H", "H", "H", "C", "C", "O", "C", "O", "C", "F", "F", "F", "H", "H", "H", "H", "H", "C", "C", "O", "C", "O", "C", "F", "F", "F", "H", "H", "H", "H", "H", "C", "C", "O", "C", "O", "C", "F", "F", "F", "H", "H", "H", "H", "H", "C", "C", "O", "C", "O", "C", "F", "F", "F", "H", "H", "H", "H", "H"],
  "coordinates": [[-7.70, 4.28, 1.03], [-6.06, 3.96, 0.99], [-5.32, 4.91, 0.36], [-5.49, 2.73, 1.67], [-4.65, 1.89, 0.74], [-5.50, 0.95, -0.31], [-5.53, -0.66, 0.10], [-4.84, -1.62, -1.08], [-3.36, -2.06, -0.44], [-3.17, -3.32, 0.39], [-4.61, -4.56, 0.75], [-3.90, -6.13, 1.17], [-5.24, -3.99, 2.31], [-1.64, -3.58, 1.01], [-1.08, -4.80, 1.08], [-0.86, -2.18, 1.49], [0.08, -2.07, 2.83], [0.32, -3.24, 3.74], [0.73, -0.59, 3.18], [1.64, -0.54, 4.59], [0.92, 0.11, 5.79], [3.00, -1.10, 4.70], [0.52, 0.77, 2.28], [1.25, 2.50, 2.70], [-0.17, 3.54, 2.97], [2.44, 3.30, 0.95], [-0.42, 0.67, 0.93], [-0.74, 1.96, -0.08], [0.14, 1.74, -1.27], [-0.31, 2.58, -2.41], [0.61, 3.94, -2.72], [-1.34, 2.32, -3.21], [-1.09, -0.79, 0.58], [-2.10, -0.99, -0.73], [-1.92, -0.41, -1.92], [-8.10, 4.15, -0.06], [-7.84, 5.39, 1.43], [-8.28, 3.59, 1.78], [-4.95, 3.05, 2.52], [-4.02, 2.66, 0.08], [-3.87, 1.31, 1.39], [-6.64, 1.30, -0.25], [-5.10, 1.12, -1.40], [-4.86, -0.73, 1.09], [-6.60, -1.04, 0.41], [-4.74, -1.00, -2.07], [-5.55, -2.54, -1.19], [-3.68, -6.08, 2.16], [-5.72, -3.12, 2.18], [-0.26, -4.00, 3.42], [-0.11, 0.22, 5.59], [1.08, -0.47, 6.64], [2.86, -1.99, 5.17], [-1.01, 3.00, 2.96], [-0.58, 3.00, 0.43], [-1.85, 1.79, -0.48], [0.23, 4.83, -2.06], [1.74, 3.73, -2.46], [0.50, 4.22, -3.85], [3.11, -8.08, 4.50], [3.97, -6.87, 4.24], [3.78, -5.87, 5.25], [4.44, -6.08, 6.43], [5.16, -7.05, 6.65], [4.19, -4.93, 7.40], [2.87, -4.59, 7.48], [4.86, -3.79, 7.04], [4.59, -5.21, 8.68], [2.06, -7.79, 4.61], [3.20, -8.81, 3.69], [3.40, -8.58, 5.44], [3.67, -6.41, 3.28], [5.03, -7.13, 4.15], [-0.46, -7.51, -0.95], [-0.60, -8.88, -1.60], [0.24, -9.84, -0.94], [-0.24, -10.35, 0.24], [-1.32, -10.02, 0.74], [0.72, -11.39, 0.82], [2.02, -10.96, 0.81], [0.70, -12.55, 0.12], [0.44, -11.71, 2.11], [0.59, -7.20, -0.93], [-1.04, -6.77, -1.51], [-0.81, -7.53, 0.08], [-0.26, -8.83, -2.64], [-1.64, -9.22, -1.62], [5.86, 4.10, -7.03], [5.52, 3.15, -5.91], [5.20, 3.86, -4.70], [3.94, 4.39, -4.64], [3.10, 4.27, -5.53], [3.71, 5.08, -3.30], [4.74, 5.91, -2.95], [3.57, 4.20, -2.27], [2.59, 5.86, -3.28], [6.66, 4.79, -6.73], [6.18, 3.56, -7.92], [5.00, 4.72, -7.30], [6.40, 2.53, -5.68], [4.71, 2.46, -6.18], [1.30, 8.55, -2.93], [2.08, 8.86, -4.19], [1.56, 10.02, -4.85], [1.95, 11.23, -4.32], [2.69, 11.34, -3.35], [1.36, 12.38, -5.13], [0.04, 12.22, -5.40], [1.98, 12.53, -6.34], [1.48, 13.59, -4.50], [0.23, 8.47, -3.15], [1.65, 7.62, -2.47], [1.41, 9.36, -2.19], [1.97, 8.02, -4.90], [3.15, 8.97, -3.99]]
}



{
  "formula": "C35H44BNO2",
  "method": "ωB97M-V/def2-TZVPD",
  "e_homo_ev": -6.308,
  "charge": 0,
  "homo_lumo_gap_ha": 0.130,
  "relative_energy_kcal_mol": 0.0,
  "total_energy_ev": -43270.0518,
  "multiplicity": 1,
  "symbols": ["C", "C", "C", "O", "B", "C", "C", "C", "C", "C", "C", "C", "C", "C", "O", "C", "C", "C", "H", "H", "H", "H", "H", "H", "H", "H", "H", "H", "H", "H", "H", "H", "H", "H", "H", "H", "H", "H", "H", "H", "C", "C", "C", "C", "C", "N", "C", "C", "C", "C", "C", "C", "C", "C", "C", "C", "C", "C", "C", "C", "C", "H", "H", "H", "H", "H", "H", "H", "H", "H", "H", "H", "H", "H", "H", "H", "H", "H", "H", "H", "H", "H", "H"],
  "coordinates": [[-3.41, -2.99, -2.07], [-2.28, -3.99, -2.29], [-2.64, -4.95, -3.42], [-1.11, -3.31, -2.66], [-0.38, -3.06, -1.43], [1.13, -3.73, -1.59], [1.82, -4.17, -0.47], [3.10, -4.75, -0.61], [3.69, -4.85, -1.87], [2.97, -4.46, -3.00], [1.68, -3.91, -2.86], [-0.34, -1.37, -1.26], [-0.31, -0.57, -2.52], [-0.43, -0.76, -0.08], [-0.99, -3.74, -0.31], [-1.86, -4.69, -0.89], [-3.01, -4.94, 0.07], [-1.15, -6.01, -1.17], [-4.36, -3.52, -1.93], [-3.21, -2.36, -1.20], [-3.51, -2.34, -2.96], [-3.56, -5.49, -3.17], [-2.82, -4.38, -4.34], [-1.84, -5.66, -3.62], [1.38, -4.06, 0.52], [3.63, -5.09, 0.29], [4.71, -5.24, -1.97], [3.40, -4.56, -4.00], [1.12, -3.59, -3.74], [-0.48, -1.15, -3.44], [-1.09, 0.21, -2.45], [0.65, -0.04, -2.62], [-0.39, 0.33, 0.00], [-0.53, -1.31, 0.86], [-3.74, -5.62, -0.38], [-2.62, -5.40, 0.98], [-3.51, -4.00, 0.35], [-1.89, -6.76, -1.46], [-0.41, -5.90, -1.97], [-0.65, -6.35, -0.26], [-2.15, 5.05, 0.04], [-2.60, 4.01, 1.08], [-3.82, 4.55, 1.84], [-3.01, 2.68, 0.46], [-1.46, 3.80, 2.05], [-1.54, 4.22, 3.32], [-0.35, 4.00, 4.01], [0.54, 3.38, 3.12], [1.79, 3.00, 3.57], [2.14, 3.25, 4.91], [1.23, 3.86, 5.79], [-0.05, 4.23, 5.35], [-0.16, 3.25, 1.83], [0.37, 2.75, 0.63], [1.75, 2.80, 0.26], [2.67, 3.80, 0.71], [4.01, 3.75, 0.37], [4.52, 2.70, -0.41], [6.00, 2.59, -0.61], [3.62, 1.78, -0.97], [2.26, 1.86, -0.68], [-1.23, 4.75, -0.48], [-2.94, 5.21, -0.71], [-1.96, 6.01, 0.54], [-4.12, 3.86, 2.64], [-3.63, 5.55, 2.26], [-4.66, 4.64, 1.15], [-3.21, 1.95, 1.26], [-3.93, 2.80, -0.13], [-2.24, 2.25, -0.20], [-2.35, 4.67, 3.75], [2.49, 2.53, 2.88], [3.13, 2.98, 5.26], [1.51, 4.02, 6.83], [-0.80, 4.66, 6.01], [-0.33, 2.37, -0.12], [2.30, 4.60, 1.35], [4.69, 4.52, 0.75], [6.25, 1.73, -1.25], [6.43, 3.50, -1.06], [6.51, 2.44, 0.35], [3.99, 1.00, -1.64], [1.56, 1.17, -1.16]]
}



{
  "formula": "C35H44GeKN6O2Se",
  "method": "ωB97M-V/def2-TZVPD",
  "e_homo_ev": -2.750,
  "charge": -1,
  "homo_lumo_gap_ha": 0.177,
  "relative_energy_kcal_mol": 16.9,
  "total_energy_ev": -188233.9847,
  "multiplicity": 1,
  "symbols": ["K", "C", "N", "C", "C", "C", "C", "C", "C", "N", "C", "C", "C", "C", "C", "C", "N", "C", "C", "C", "C", "C", "N", "H", "H", "H", "H", "H", "H", "H", "H", "H", "H", "H", "H", "H", "H", "H", "H", "H", "H", "C", "C", "O", "C", "C", "C", "N", "N", "C", "O", "C", "C", "C", "C", "C", "C", "H", "H", "H", "H", "H", "H", "H", "H", "H", "H", "H", "H", "C", "Ge", "C", "C", "C", "Se", "C", "H", "H", "H", "H", "H", "H", "H", "H", "H", "H", "H", "H", "H", "H"],
  "coordinates": [[-0.13, -0.41, -1.44], [-3.11, 2.07, -1.18], [-1.70, 2.17, -1.48], [-0.87, 2.78, -0.43], [-1.22, 2.33, 0.96], [-2.08, 3.08, 1.76], [-2.42, 2.60, 3.02], [-1.88, 1.40, 3.44], [-1.00, 0.75, 2.59], [-0.67, 1.19, 1.39], [-1.47, 2.86, -2.75], [-0.09, 2.65, -3.34], [0.70, 3.72, -3.71], [1.92, 3.46, -4.32], [2.31, 2.15, -4.52], [1.46, 1.14, -4.07], [0.28, 1.39, -3.53], [-3.55, 0.89, -0.34], [-4.85, 0.88, 0.17], [-5.30, -0.24, 0.85], [-4.44, -1.32, 1.00], [-3.16, -1.22, 0.48], [-2.73, -0.14, -0.17], [-3.63, 1.95, -2.14], [-3.52, 2.99, -0.73], [-0.95, 3.88, -0.49], [0.18, 2.52, -0.62], [-2.49, 4.01, 1.39], [-3.10, 3.16, 3.65], [-2.11, 0.98, 4.41], [-0.55, -0.19, 2.88], [-1.65, 3.94, -2.65], [-2.19, 2.47, -3.47], [0.38, 4.74, -3.52], [2.57, 4.28, -4.63], [3.26, 1.90, -4.97], [1.76, 0.10, -4.14], [-5.50, 1.73, 0.03], [-6.30, -0.28, 1.24], [-4.75, -2.22, 1.51], [-2.45, -2.03, 0.57], [4.74, 0.24, -1.85], [3.42, -0.52, -1.79], [2.44, 0.18, -1.38], [3.43, -1.84, -2.19], [2.38, -2.84, -2.23], [2.80, -4.20, -2.76], [1.15, -2.64, -1.87], [0.33, -3.76, -1.95], [-0.93, -3.48, -2.17], [-1.52, -2.38, -2.40], [-1.83, -4.71, -2.15], [-3.21, -4.54, -2.13], [-4.06, -5.63, -2.10], [-3.55, -6.92, -2.11], [-2.17, -7.10, -2.14], [-1.32, -6.01, -2.15], [4.96, 0.63, -0.85], [4.63, 1.11, -2.51], [5.58, -0.37, -2.20], [4.40, -2.21, -2.51], [3.88, -4.26, -2.87], [2.32, -4.40, -3.72], [2.45, -4.98, -2.08], [-3.58, -3.52, -2.15], [-5.14, -5.48, -2.08], [-4.21, -7.78, -2.10], [-1.76, -8.11, -2.15], [-0.24, -6.13, -2.16], [3.27, 3.10, 6.23], [2.38, 2.17, 4.74], [1.04, 3.37, 3.98], [1.52, 0.57, 5.49], [3.70, 1.61, 3.40], [2.96, 1.34, 1.60], [2.42, -0.50, 1.86], [2.54, 3.38, 6.99], [3.78, 4.00, 5.89], [4.02, 2.45, 6.71], [0.26, 3.58, 4.71], [0.58, 2.90, 3.11], [1.49, 4.31, 3.66], [0.76, 0.85, 6.21], [2.27, -0.05, 6.00], [1.06, -0.03, 4.71], [4.17, 0.67, 3.72], [4.51, 2.34, 3.31], [2.03, -0.62, 2.87], [3.26, -1.17, 1.70], [1.64, -0.73, 1.13]]
}